25
Properties=species:S:1:pos:R:3:forces:R:3:nbo_charge:R:1 method="wB97M-V/def2-TZVPD" homo_ev=-0.73 relative_energy_kj_mol=0.0 total_charge=-2 e_tot_ev=-32876.6839 homo_lumo_gap_ev=5.645
C -0.3023 3.0287 1.4729 0.55 -0.27 -0.29 -0.378
C -0.2620 2.5107 0.1365 -0.34 -0.35 1.07 -0.374
C 1.0234 1.9822 -0.0989 0.71 0.06 0.52 -0.377
H -1.1078 2.4468 -0.5406 0.08 0.01 0.05 0.191
C 1.8164 2.2394 1.0657 -0.54 0.31 0.48 -0.384
C 1.0021 2.9111 2.0457 -0.38 -0.39 -0.80 -0.363
H 1.2804 3.2839 3.0538 -0.10 -0.54 -0.80 0.184
H -1.2125 3.2889 2.0151 0.27 0.28 -0.22 0.184
H 1.3773 1.5044 -1.0214 -0.21 0.22 0.44 0.204
H 2.8516 1.9382 1.2295 -0.17 0.13 -0.19 0.176
Pb -0.4418 -1.1181 1.4475 0.62 0.81 -0.51 1.438
Cl -2.8813 -1.0892 1.7589 -0.77 -0.10 -0.07 -0.705
C -0.6926 -3.1427 -1.7989 0.24 0.39 -0.40 -0.392
C 0.7049 -3.0166 -2.0328 -0.42 0.40 -0.34 -0.377
C 0.8977 -1.9968 -3.0036 -0.70 -0.30 0.21 -0.360
H 1.4813 -3.6236 -1.5861 0.06 0.01 0.08 0.173
C -0.3808 -1.4974 -3.3761 0.14 -0.69 0.50 -0.355
C -1.3633 -2.2078 -2.6342 0.73 -0.04 -0.03 -0.361
H -2.4347 -2.0859 -2.7193 -0.03 0.07 0.08 0.180
H -1.1657 -3.8627 -1.1434 -0.04 -0.03 0.05 0.177
H 1.8470 -1.6742 -3.4097 0.05 0.05 0.05 0.175
H -0.5710 -0.7273 -4.1118 -0.01 0.07 0.03 0.176
O -0.6673 1.1879 5.2026 0.14 -0.18 -0.06 -0.624
C -0.4796 0.3244 4.4097 0.03 -1.44 -1.32 0.805
N -0.3194 -0.6042 3.6388 0.08 1.51 1.47 -1.013